# 1
{"formula": "C24H63NO8P", "method": "ωB97M-V/def2-TZVPD", "elements": ["P", "C", "C", "C", "C", "C", "C", "C", "C", "C", "C", "C", "C", "N", "C", "C", "C", "C", "H", "H", "H", "H", "H", "H", "H", "H", "H", "H", "H", "H", "H", "H", "H", "H", "H", "H", "H", "H", "H", "H", "H", "H", "H", "H", "H", "H", "H", "H", "H", "C", "O", "H", "H", "H", "H", "C", "O", "H", "H", "H", "H", "C", "O", "H", "H", "H", "H", "C", "O", "H", "H", "H", "H", "C", "O", "H", "H", "H", "H", "C", "O", "H", "H", "H", "H", "C", "O", "H", "H", "H", "H", "C", "O", "H", "H", "H", "H"], "coordinates": [[0.372, 1.062, 2.340], [0.525, -0.706, 2.783], [-0.893, -1.340, 2.905], [-1.016, -2.715, 2.237], [-0.757, -2.720, 0.715], [-2.019, -2.524, -0.135], [-2.575, -1.084, -0.229], [-1.559, 0.039, -0.489], [-1.191, 0.271, -1.969], [-0.402, -0.941, -2.519], [0.779, -0.550, -3.441], [2.155, -0.783, -2.766], [2.853, -2.070, -3.244], [3.773, -2.520, -2.180], [3.840, -3.771, -1.676], [4.792, -3.732, -0.693], [5.302, -2.425, -0.629], [4.642, -1.679, -1.572], [0.802, 1.214, 1.014], [-0.983, 1.420, 2.338], [1.176, 1.911, 3.111], [1.188, -1.240, 2.101], [0.985, -0.707, 3.776], [-1.047, -1.498, 3.977], [-1.706, -0.684, 2.573], [-0.219, -3.331, 2.672], [-1.941, -3.231, 2.493], [-0.386, -3.724, 0.486], [0.066, -2.044, 0.469], [-2.817, -3.167, 0.248], [-1.807, -2.883, -1.145], [-3.276, -1.076, -1.070], [-3.170, -0.829, 0.654], [-0.615, -0.073, 0.060], [-2.022, 0.965, -0.112], [-0.556, 1.165, -2.028], [-2.088, 0.503, -2.545], [-1.098, -1.563, -3.086], [-0.008, -1.481, -1.657], [0.706, 0.518, -3.659], [0.720, -1.117, -4.372], [1.967, -0.952, -1.701], [2.790, 0.089, -2.917], [2.120, -2.868, -3.368], [3.412, -1.904, -4.167], [3.237, -4.609, -1.983], [5.104, -4.548, -0.058], [6.051, -2.031, 0.040], [4.774, -0.637, -1.800], [-3.366, 1.845, 4.433], [-2.505, 1.657, 5.555], [-4.391, 1.856, 4.792], [-3.148, 2.799, 3.944], [-3.247, 1.022, 3.719], [-1.599, 1.648, 5.239], [-3.526, 1.381, -5.882], [-2.588, 1.258, -4.807], [-4.529, 1.296, -5.469], [-3.415, 2.350, -6.370], [-3.368, 0.583, -6.610], [-1.709, 1.334, -5.188], [-0.356, -1.737, 7.086], [0.396, -2.502, 6.148], [-1.294, -1.440, 6.617], [-0.570, -2.338, 7.970], [0.202, -0.841, 7.376], [1.221, -2.752, 6.584], [4.041, -1.280, 7.266], [3.345, -2.500, 7.018], [4.018, -0.686, 6.355], [3.558, -0.721, 8.071], [5.080, -1.483, 7.534], [3.374, -3.016, 7.829], [0.126, -2.106, 10.986], [0.893, -2.878, 10.062], [-0.803, -1.820, 10.498], [-0.105, -2.695, 11.875], [0.671, -1.204, 11.275], [1.709, -3.126, 10.505], [4.594, 1.655, -4.977], [3.471, 1.047, -5.611], [4.375, 2.712, -4.846], [4.774, 1.202, -3.997], [5.487, 1.549, -5.596], [3.677, 0.114, -5.723], [-2.212, 5.045, -8.337], [-2.811, 3.756, -8.494], [-1.609, 5.030, -7.431], [-1.568, 5.267, -9.193], [-2.984, 5.815, -8.247], [-3.339, 3.783, -9.296], [-5.196, 7.529, -6.780], [-4.451, 7.305, -7.975], [-5.563, 6.569, -6.427], [-4.561, 7.974, -6.011], [-6.046, 8.186, -6.977], [-4.132, 8.159, -8.280]], "total_charge": 1, "gap_ev": 7.0859, "e_lumo_ha": -0.1109, "energy_ev": -53057.13711}

# 2
{"formula": "C31H57N4O2P2Ru", "method": "ωB97M-V/def2-TZVPD", "elements": ["C", "C", "C", "C", "C", "H", "H", "H", "N", "P", "P", "C", "H", "H", "C", "O", "C", "H", "C", "C", "C", "C", "C", "H", "H", "H", "C", "H", "H", "H", "C", "H", "H", "H", "C", "H", "H", "H", "C", "H", "H", "H", "C", "H", "H", "H", "C", "H", "H", "H", "C", "H", "H", "H", "C", "H", "H", "H", "C", "H", "H", "H", "C", "H", "H", "H", "C", "H", "H", "H", "Ru", "N", "C", "C", "C", "C", "C", "H", "H", "H", "H", "H", "H", "H", "H", "H", "C", "N", "C", "N", "O", "H", "H", "H", "H", "H", "H"], "coordinates": [[-0.106, 2.059, 2.088], [-1.910, 1.030, 1.143], [-0.938, 2.758, 2.955], [-2.778, 1.463, 2.155], [-2.266, 2.379, 3.056], [-0.519, 3.598, 3.492], [-3.796, 1.062, 2.163], [-2.923, 2.811, 3.805], [-0.591, 1.063, 1.333], [2.215, 1.070, 0.956], [-2.278, -1.234, -0.912], [1.301, 2.476, 1.764], [1.284, 3.336, 1.075], [1.764, 2.847, 2.680], [1.332, -1.214, -1.340], [1.791, -1.948, -2.122], [-2.315, 0.737, -0.234], [-3.396, 0.888, -0.248], [-3.690, -0.881, -2.189], [-2.257, -3.024, -0.484], [3.327, 1.851, -0.337], [3.163, 0.574, 2.507], [-2.898, -0.847, -3.512], [-2.382, -1.802, -3.675], [-3.599, -0.692, -4.347], [-2.138, -0.056, -3.530], [-4.819, -1.913, -2.248], [-4.512, -2.932, -2.480], [-5.410, -1.906, -1.324], [-5.488, -1.588, -3.058], [-4.503, 0.423, -1.972], [-5.040, 0.707, -2.884], [-5.208, 0.316, -1.138], [-3.914, 1.309, -1.793], [-2.105, -3.772, -1.818], [-1.168, -3.464, -2.307], [-2.047, -4.847, -1.600], [-2.932, -3.609, -2.513], [-1.014, -3.355, 0.344], [-0.107, -3.157, -0.243], [-0.960, -2.778, 1.275], [-1.019, -4.426, 0.594], [-3.507, -3.360, 0.324], [-4.431, -3.239, -0.249], [-3.437, -4.414, 0.629], [-3.564, -2.740, 1.231], [4.237, -0.450, 2.129], [4.657, -0.854, 3.058], [3.835, -1.289, 1.551], [5.066, 0.004, 1.573], [2.146, -0.010, 3.500], [1.480, 0.763, 3.896], [1.537, -0.797, 3.047], [2.692, -0.446, 4.345], [3.866, 1.731, 3.244], [4.434, 1.286, 4.070], [4.576, 2.276, 2.624], [3.173, 2.449, 3.690], [2.510, 2.799, -1.225], [2.251, 3.723, -0.686], [3.145, 3.088, -2.080], [1.598, 2.325, -1.619], [3.965, 0.747, -1.205], [3.236, 0.264, -1.863], [4.732, 1.224, -1.832], [4.453, -0.026, -0.597], [4.434, 2.692, 0.299], [4.019, 3.467, 0.955], [5.169, 2.077, 0.830], [4.962, 3.199, -0.520], [0.595, -0.102, -0.104], [-0.272, 0.914, -1.452], [-1.470, 1.385, -1.272], [-1.740, 2.609, -2.269], [-3.146, 3.058, -2.674], [-1.068, 3.801, -1.617], [-0.948, 2.423, -3.574], [-3.663, 2.371, -3.353], [-3.789, 3.338, -1.831], [-3.026, 3.971, -3.269], [-0.031, 3.520, -1.422], [-1.098, 4.634, -2.323], [-1.543, 4.076, -0.672], [-0.967, 3.382, -4.096], [0.078, 2.164, -3.313], [-1.333, 1.651, -4.238], [2.678, -5.018, 3.130], [1.916, -3.850, 2.754], [2.052, -3.161, 1.605], [2.929, -3.632, 0.674], [1.382, -2.098, 1.424], [2.591, -5.809, 2.374], [2.273, -5.393, 4.073], [3.740, -4.776, 3.277], [1.234, -3.460, 3.403], [2.873, -3.266, -0.258], [3.368, -4.530, 0.828]], "total_charge": 3, "multiplicity": 5, "gap_ev": [6.4483, 5.5835], "e_lumo_ha": [-0.3667, -0.4358], "energy_ev": -64257.58938}

# 3
{"formula": "C5H7NOS", "method": "ωB97M-V/def2-TZVPD", "elements": ["C", "C", "C", "C", "C", "N", "O", "S", "H", "H", "H", "H", "H", "H", "H"], "coordinates": [[1.054, -1.192, -0.108], [-1.176, 1.101, -0.107], [-1.576, 0.079, -1.141], [-1.315, -0.382, 0.264], [-0.019, -1.092, 0.570], [2.189, -0.998, -0.531], [2.141, 1.029, 1.213], [2.915, 0.505, 0.112], [-0.319, 1.672, -0.236], [-2.012, 1.900, 0.019], [-2.600, 0.126, -1.529], [-0.849, -0.315, -1.867], [-2.042, -0.374, 1.114], [-0.162, -1.638, 1.411], [3.772, -0.420, 0.816]], "gap_ev": 9.4474, "e_lumo_ha": 0.0229, "energy_ev": -19666.67309}

# 4
{"formula": "C24H54N2O4", "method": "ωB97M-V/def2-TZVPD", "elements": ["C", "C", "N", "C", "C", "C", "C", "H", "H", "H", "H", "H", "H", "H", "H", "H", "H", "H", "H", "H", "H", "H", "C", "C", "N", "C", "C", "C", "C", "H", "H", "H", "H", "H", "H", "H", "H", "H", "H", "H", "H", "H", "H", "H", "C", "C", "O", "C", "H", "H", "H", "H", "H", "H", "C", "C", "O", "C", "H", "H", "H", "H", "H", "H", "C", "C", "O", "C", "H", "H", "H", "H", "H", "H", "C", "C", "O", "C", "H", "H", "H", "H", "H", "H"], "coordinates": [[-2.731, -23.498, 15.449], [-3.824, -24.206, 16.269], [-4.683, -23.409, 17.202], [-6.009, -23.956, 17.513], [-6.827, -24.195, 16.214], [-4.047, -22.856, 18.447], [-3.793, -23.917, 19.582], [-3.094, -23.084, 14.508], [-1.905, -24.114, 15.095], [-2.314, -22.565, 15.829], [-4.357, -24.869, 15.587], [-3.448, -25.112, 16.745], [-5.943, -24.880, 18.088], [-6.615, -23.270, 18.105], [-6.509, -25.061, 15.634], [-7.885, -24.436, 16.317], [-6.820, -23.299, 15.593], [-4.614, -22.043, 18.901], [-3.143, -22.336, 18.131], [-3.149, -23.496, 20.354], [-3.326, -24.866, 19.318], [-4.705, -24.211, 20.101], [2.028, -18.124, 11.678], [2.103, -18.380, 10.149], [2.584, -19.682, 9.833], [3.986, -19.935, 10.362], [5.149, -19.247, 9.668], [2.458, -20.040, 8.408], [1.071, -20.466, 8.065], [1.442, -18.851, 12.242], [1.486, -17.201, 11.888], [3.008, -18.220, 12.145], [1.054, -18.357, 9.857], [2.530, -17.558, 9.573], [4.075, -19.875, 11.447], [4.101, -20.992, 10.121], [5.132, -19.437, 8.594], [4.977, -18.183, 9.831], [6.107, -19.695, 9.929], [3.183, -20.844, 8.281], [2.843, -19.281, 7.727], [1.121, -21.214, 7.273], [0.608, -19.672, 7.480], [0.365, -20.729, 8.853], [1.152, -27.574, 10.120], [0.587, -28.635, 10.983], [-0.042, -29.509, 10.424], [0.957, -28.630, 12.462], [0.453, -27.342, 9.317], [2.076, -27.990, 9.717], [1.362, -26.678, 10.705], [0.748, -29.629, 12.844], [0.413, -27.956, 13.124], [2.024, -28.420, 12.531], [-6.115, -25.087, 8.792], [-7.152, -26.149, 9.239], [-6.842, -26.984, 10.087], [-8.491, -26.153, 8.478], [-6.260, -24.777, 7.757], [-5.101, -25.462, 8.928], [-6.224, -24.199, 9.415], [-9.347, -25.658, 8.935], [-8.659, -27.156, 8.085], [-8.263, -25.427, 7.698], [4.873, -30.969, 18.855], [4.233, -32.233, 18.375], [3.080, -32.345, 17.908], [5.189, -33.516, 18.418], [4.709, -30.156, 18.149], [5.956, -31.085, 18.834], [4.492, -30.728, 19.848], [5.742, -33.626, 17.484], [4.653, -34.449, 18.589], [5.898, -33.395, 19.238], [4.471, -21.699, 18.036], [4.197, -23.072, 17.451], [4.900, -23.512, 16.562], [3.150, -23.796, 18.205], [3.473, -21.262, 18.056], [5.146, -21.057, 17.470], [4.827, -21.772, 19.064], [2.289, -23.193, 18.494], [3.669, -24.171, 19.086], [2.700, -24.625, 17.659]], "smiles": "CCN(CC)CC.CCN(CC)CC.CC(C)=O.CC(C)=O.CC(C)=O.CC(C)=O", "gap_ev": 8.4783, "e_lumo_ha": 0.0129, "energy_ev": -36930.13460}

# 5
{"formula": "C2H14NO5", "method": "ωB97M-V/def2-TZVPD", "elements": ["C", "O", "C", "N", "H", "H", "H", "H", "H", "H", "H", "H", "O", "H", "H", "O", "H", "H", "O", "H", "H", "O"], "coordinates": [[0.195, 0.171, 3.106], [-0.852, 0.074, 2.211], [1.452, 0.951, 2.555], [1.283, 1.251, 1.119], [-0.130, 0.462, 4.096], [0.561, -0.845, 3.393], [1.524, 1.823, 3.269], [2.362, 0.427, 2.829], [0.620, 0.581, 0.750], [0.662, 2.056, 1.008], [-0.468, -1.017, 1.411], [-0.443, -2.589, 1.632], [-0.277, -1.965, 0.923], [-0.969, -3.225, -4.903], [-0.245, -4.461, -5.508], [-1.013, -3.899, -5.631], [1.624, 2.075, -6.449], [1.817, 3.624, -6.162], [1.463, 2.972, -6.767], [-3.430, -0.087, 2.104], [-2.376, 0.783, 2.607], [-3.361, 0.836, 2.407]], "total_charge": -1, "gap_ev": 6.9720, "e_lumo_ha": 0.0977, "energy_ev": -14028.87380}

# 6
{"formula": "C35H37NO3P2Pt", "method": "ωB97M-V/def2-TZVPD", "elements": ["Pt", "C", "C", "C", "C", "C", "C", "C", "C", "C", "H", "H", "H", "H", "H", "H", "H", "H", "H", "H", "H", "H", "H", "H", "H", "P", "P", "C", "C", "C", "C", "C", "C", "C", "C", "C", "C", "C", "C", "C", "C", "C", "C", "C", "C", "C", "C", "C", "C", "C", "C", "C", "C", "H", "H", "H", "H", "H", "H", "H", "H", "H", "H", "H", "H", "H", "H", "H", "H", "H", "H", "H", "H", "H", "H", "O", "N", "O", "O"], "coordinates": [[-0.763, 1.683, -4.717], [-2.314, 1.497, -5.982], [-1.948, 0.163, -5.534], [-1.162, -0.752, -6.413], [0.206, -0.137, -6.858], [0.734, 0.902, -5.909], [0.516, 2.310, -6.163], [-0.384, 2.771, -7.282], [-1.824, 2.074, -7.323], [1.639, 0.046, -0.201], [-3.300, 1.850, -5.638], [-2.631, -0.357, -4.854], [-1.747, -0.964, -7.316], [-0.975, -1.707, -5.892], [0.935, -0.950, -6.932], [0.107, 0.361, -7.828], [1.686, 0.665, -5.418], [1.298, 3.002, -5.803], [0.104, 2.667, -8.256], [-0.569, 3.850, -7.128], [-2.511, 2.888, -7.593], [-1.826, 1.296, -8.107], [0.740, 0.634, -0.449], [2.261, 0.649, 0.473], [1.358, -0.934, 0.198], [-1.589, -1.169, -2.462], [2.447, -0.222, -1.750], [0.117, -1.709, -2.594], [1.275, -0.981, -2.877], [-2.522, -2.532, -1.920], [-2.863, -3.515, -2.876], [-3.658, -4.584, -2.469], [-4.089, -4.691, -1.136], [-3.786, -3.672, -0.223], [-2.995, -2.590, -0.590], [-2.775, 0.263, -2.401], [-2.333, 1.616, -2.293], [-3.242, 2.674, -2.230], [-4.603, 2.475, -2.426], [-5.054, 1.175, -2.668], [-4.177, 0.089, -2.597], [3.814, -1.281, -1.413], [3.600, -2.599, -0.958], [4.725, -3.386, -0.685], [6.017, -2.871, -0.871], [6.199, -1.560, -1.334], [5.091, -0.750, -1.586], [2.899, 1.410, -2.446], [2.403, 2.635, -1.944], [2.797, 3.835, -2.550], [3.702, 3.815, -3.620], [4.085, 2.604, -4.205], [3.671, 1.401, -3.629], [0.172, -2.827, -2.632], [1.713, -0.984, -3.924], [-2.514, -3.412, -3.913], [-3.929, -5.352, -3.190], [-4.661, -5.574, -0.806], [-4.157, -3.729, 0.799], [-2.721, -1.784, 0.100], [-1.266, 1.833, -2.150], [-2.846, 3.678, -2.067], [-5.305, 3.320, -2.400], [-6.107, 1.030, -2.921], [-4.599, -0.917, -2.723], [2.575, -2.978, -0.816], [4.594, -4.408, -0.308], [6.897, -3.493, -0.640], [7.198, -1.159, -1.494], [5.199, 0.294, -1.903], [1.710, 2.636, -1.089], [2.402, 4.793, -2.189], [4.128, 4.746, -3.997], [4.722, 2.582, -5.089], [3.967, 0.455, -4.094], [-2.537, 0.154, 2.206], [-1.567, 0.462, 1.454], [-0.733, 1.335, 1.806], [-1.460, -0.100, 0.296]], "multiplicity": 3, "gap_ev": [4.4126, 6.3914], "e_lumo_ha": [-0.0331, -0.0320], "energy_ev": -66340.33599}